Record 1
{"formula": "C18H19N3O3", "method": "ωB97M-V/def2-TZVPD", "symbols": ["C", "O", "C", "O", "N", "C", "C", "C", "C", "C", "C", "O", "C", "C", "C", "C", "N", "C", "C", "C", "C", "C", "N", "C", "H", "H", "H", "H", "H", "H", "H", "H", "H", "H", "H", "H", "H", "H", "H", "H", "H", "H", "H"], "coordinates": [[-1.131, -3.176, -2.452], [-1.223, -1.763, -2.162], [-2.051, -1.497, -1.086], [-2.518, -2.379, -0.343], [-2.389, -0.185, -0.887], [-3.041, 0.352, 0.296], [-3.874, 1.485, -0.285], [-3.193, 1.862, -1.583], [-1.970, 0.943, -1.672], [-0.660, 1.396, -1.037], [-0.833, 1.670, 0.516], [-1.273, 3.011, 0.674], [0.455, 1.557, 1.205], [1.523, 1.360, 1.698], [2.853, 1.135, 2.185], [3.866, 0.530, 1.499], [4.960, 0.681, 2.332], [6.233, 0.251, 2.069], [7.229, 0.492, 3.003], [6.920, 1.280, 4.212], [5.634, 1.695, 4.452], [4.578, 1.382, 3.459], [3.273, 1.608, 3.415], [-1.894, 0.736, 1.215], [-0.904, -3.786, -1.575], [-0.298, -3.304, -3.137], [-2.042, -3.508, -2.932], [-3.691, -0.407, 0.729], [-4.920, 1.133, -0.455], [-3.968, 2.371, 0.357], [-2.904, 2.923, -1.543], [-3.871, 1.656, -2.440], [-1.787, 0.696, -2.713], [0.093, 0.622, -1.185], [-0.335, 2.291, -1.594], [-2.171, 3.056, 0.325], [3.820, 0.128, 0.502], [6.460, -0.286, 1.156], [8.246, 0.174, 2.781], [7.774, 1.471, 4.841], [5.402, 2.229, 5.341], [-1.357, -0.200, 1.416], [-2.268, 1.069, 2.162]], "lowdin_charge": [-0.049, -0.039, -0.463, 0.052, 0.008, -0.244, -0.127, -0.115, -0.265, -0.027, -0.438, -0.003, 0.069, 0.076, -0.292, 0.002, -0.025, -0.047, -0.057, -0.073, 0.020, -0.255, 0.148, -0.028, 0.092, 0.087, 0.091, 0.152, 0.130, 0.116, 0.118, 0.128, 0.148, 0.122, 0.136, 0.058, 0.129, 0.123, 0.095, 0.093, 0.095, 0.133, 0.126], "energy_ha": -1087.234455, "smiles": "COC(=O)N1[C@@H]2CC[C@H]1C[C@](O)(C#Cc1cn3ccccc3n1)C2", "charge": 0, "e_above_lowest_kj_mol": 336.58, "multiplicity": 1}

=====

Record 2
{"formula": "C21H20AuNO2", "method": "ωB97M-V/def2-TZVPD", "symbols": ["Au", "C", "C", "C", "C", "C", "C", "H", "H", "H", "H", "H", "H", "C", "C", "C", "C", "C", "C", "N", "C", "C", "C", "C", "C", "C", "C", "O", "O", "C", "C", "H", "H", "H", "H", "H", "H", "H", "H", "H", "H", "H", "H", "H", "H"], "coordinates": [[-1.622, 1.535, -3.012], [-4.043, 4.063, -3.515], [-4.531, 3.465, -2.357], [-4.401, 2.101, -2.175], [-3.779, 1.291, -3.159], [-3.327, 1.901, -4.362], [-3.456, 3.295, -4.514], [-4.165, 5.126, -3.659], [-5.041, 4.064, -1.617], [-4.816, 1.627, -1.300], [-3.941, 0.220, -3.126], [-3.130, 1.287, -5.232], [-3.149, 3.760, -5.440], [1.774, -3.826, 4.246], [0.880, -3.123, 3.297], [-0.504, -3.188, 3.488], [-1.380, -2.560, 2.609], [-0.876, -1.801, 1.578], [0.522, -1.632, 1.415], [0.867, -0.724, 0.455], [1.862, 0.184, 0.305], [2.912, 0.368, 1.227], [3.917, 1.274, 0.972], [3.924, 2.015, -0.208], [2.849, 1.923, -1.086], [1.801, 1.050, -0.832], [0.592, 1.141, -1.672], [0.483, 1.987, -2.586], [-0.430, 0.415, -1.440], [1.409, -2.420, 2.193], [2.815, -2.674, 1.783], [1.235, -4.117, 5.143], [2.626, -3.209, 4.527], [2.182, -4.735, 3.799], [-0.891, -3.761, 4.316], [-2.446, -2.648, 2.749], [-1.539, -1.283, 0.900], [0.109, -0.542, -0.239], [2.907, -0.181, 2.153], [4.708, 1.407, 1.695], [4.737, 2.693, -0.414], [2.801, 2.548, -1.967], [3.528, -2.368, 2.550], [3.072, -2.200, 0.840], [2.952, -3.751, 1.673]], "lowdin_charge": [1.211, 0.005, -0.012, -0.012, -0.222, -0.210, -0.005, 0.136, 0.133, 0.133, 0.127, 0.128, 0.136, -0.025, -0.200, 0.028, -0.030, 0.019, -0.142, 0.187, -0.140, 0.022, -0.012, -0.005, 0.027, -0.047, -0.555, -0.027, -0.069, -0.131, -0.026, 0.093, 0.095, 0.105, 0.132, 0.121, 0.119, 0.111, 0.116, 0.129, 0.126, 0.135, 0.099, 0.085, 0.110], "energy_ha": -1152.523137, "s_squared": 2.07, "charge": 2, "multiplicity": 3}

=====

Record 3
{"formula": "C10H7Br", "method": "ωB97M-V/def2-TZVPD", "symbols": ["C", "C", "C", "C", "C", "C", "C", "C", "C", "C", "Br", "H", "H", "H", "H", "H", "H", "H"], "coordinates": [[-1.453, -0.531, -2.181], [-2.456, -0.483, -1.235], [-0.127, -0.238, -1.879], [-2.138, -0.201, 0.145], [0.156, -0.068, -0.541], [-0.786, -0.014, 0.436], [2.330, 0.856, 1.775], [1.390, 1.583, 1.139], [1.632, -0.452, 1.713], [0.652, 0.386, 0.816], [2.524, -2.001, 0.857], [-1.602, -0.676, -3.193], [-3.534, -0.618, -1.576], [0.590, -0.207, -2.557], [-2.916, -0.213, 0.792], [3.420, 0.994, 2.115], [1.144, 2.545, 0.697], [1.175, -0.661, 2.676]], "lowdin_charge": [-0.087, -0.062, -0.011, -0.007, -0.098, -0.037, -0.107, 0.010, -0.599, -0.318, 0.641, 0.080, 0.124, 0.059, 0.054, 0.134, 0.123, 0.101], "energy_ha": -2959.089068, "charge": 0, "e_above_lowest_kj_mol": 0.00, "multiplicity": 1}

=====

Record 4
{"formula": "C8H9N3OS2", "method": "ωB97M-V/def2-TZVPD", "symbols": ["C", "C", "C", "C", "C", "C", "C", "C", "N", "N", "N", "O", "S", "S", "H", "H", "H", "H", "H", "H", "H", "H", "H"], "coordinates": [[0.711, 1.434, 0.634], [0.475, 0.501, -0.293], [-1.240, 0.479, 1.076], [-2.594, 0.154, 1.453], [-3.155, -0.956, 0.957], [-2.516, -1.564, -0.186], [-1.335, -1.137, -0.717], [1.868, 2.360, 0.686], [-0.296, 1.296, 1.572], [-0.715, -0.140, -0.075], [2.648, -0.953, -2.074], [2.103, 1.294, -2.997], [0.200, -0.806, -3.939], [1.400, 0.067, -2.620], [-3.093, 0.846, 2.177], [-4.027, -1.234, 1.467], [-2.867, -2.381, -0.704], [-0.794, -1.522, -1.605], [2.760, 1.813, 0.836], [1.912, 2.848, -0.422], [1.579, 3.103, 1.408], [3.176, -0.459, -1.391], [2.247, -1.840, -1.654]], "lowdin_charge": [-0.372, -0.044, -0.243, -0.014, -0.067, -0.046, -0.076, -0.031, 0.145, -0.025, -0.159, -0.458, 0.304, 0.348, 0.132, 0.090, 0.073, 0.059, 0.055, 0.135, 0.069, 0.034, 0.090], "energy_ha": -1345.913286, "s_squared": 2.02, "charge": 0, "multiplicity": 3}

=====

Molecular weight across the listed records, respectively: 325.37; 515.36; 207.07; 227.31 g/mol.